Molecular formula: C26H25BrClCoN9O8S
Method: DFT, ωB97M-V with the def2-TZVPD basis set

ORCA input file:
```
! RIJCOSX wB97M-V def2-TZVPD def2/J DEFGRID3
* xyz 0 4
Co 0.0571 -1.4472 -0.8140
N 0.0082 -2.5804 1.2561
N 0.9951 -3.5367 1.4542
C 1.9604 -3.6661 0.5278
N 2.9282 -4.5624 0.7107
N 1.7998 -2.8935 -0.5343
N 2.7075 -2.8324 -1.5454
O 3.7986 -3.4024 -1.4558
O 2.3684 -2.1806 -2.5107
H 0.0529 -1.8179 1.9290
H -0.9296 -2.9631 1.2419
H 1.0229 -4.0962 2.2903
H 2.9874 -5.1101 1.5501
H 3.6919 -4.5350 0.0502
O -3.9846 -1.3445 0.1752
C -2.9604 -0.9898 -0.3823
O -1.7913 -1.4934 -0.1622
C -3.0314 0.0896 -1.4527
C -1.9776 0.9691 -1.6851
C -2.0335 1.8814 -2.7309
C -3.1411 1.9192 -3.5583
C -4.1954 1.0514 -3.3058
C -4.1605 0.1483 -2.2550
N -5.3643 1.0764 -4.1836
O -5.3658 1.8725 -5.1063
O -6.2688 0.2954 -3.9533
H -1.1108 0.9506 -1.0330
H -1.2039 2.5554 -2.9002
H -3.2073 2.5999 -4.3942
H -4.9949 -0.5113 -2.0661
Br 6.5484 -1.4207 3.0694
C 5.1734 -0.6979 1.9652
C 5.5144 0.0275 0.8376
C 4.5044 0.5577 0.0467
C 3.1723 0.3481 0.3773
C 2.8535 -0.3738 1.5207
C 3.8518 -0.9033 2.3235
C 2.0653 0.9159 -0.4955
O 2.0939 2.0895 -0.8213
O 1.1817 0.0546 -0.8641
H 6.5531 0.1857 0.5825
H 4.7458 1.1390 -0.8334
H 1.8144 -0.4821 1.7977
H 3.6082 -1.4566 3.2212
C -1.0081 5.4128 2.4105
C -0.6212 4.1590 3.1192
C -0.0878 4.1138 4.3738
C 0.2305 2.8460 4.9163
N 0.0300 1.7270 4.2574
C -0.5123 1.7563 3.0222
S -0.8578 0.4027 2.1258
N -0.8159 2.9910 2.4743
C 0.8137 2.7345 6.2883
H -0.9162 6.2694 3.0724
H -2.0378 5.3479 2.0565
H -0.3621 5.5698 1.5449
H 0.0890 5.0202 4.9321
H -1.1979 2.9766 1.5388
H 0.7337 3.6741 6.8313
H 1.8666 2.4580 6.2135
H 0.3061 1.9447 6.8390
Cl -0.8837 -0.4921 -6.2081
C -1.2461 -1.5104 -4.8686
C -2.3482 -2.3487 -4.9053
C -2.6108 -3.1247 -3.7881
C -1.7834 -3.0170 -2.6867
N -0.7178 -2.2139 -2.6620
C -0.4414 -1.4814 -3.7413
H -2.9755 -2.3931 -5.7850
H -3.4533 -3.8010 -3.7687
H -1.9816 -3.5811 -1.7856
H 0.4516 -0.8701 -3.7008
*
```

Properties
* HOMO energy (spin up / spin down): -8.3524 / -8.3481 eV
* ⟨S²⟩: 3.757

---

Molecular formula: C6H10O
Method: DFT, ωB97M-V with the def2-TZVPD basis set

ORCA input file:
```
! RIJCOSX wB97M-V def2-TZVPD def2/J DEFGRID3
* xyz 0 1
C -1.8122 -0.3392 0.7200
C -1.1055 0.1230 -0.5495
C 0.0663 -0.8232 -0.9283
C 0.9433 0.0712 -0.0619
C 2.3349 -0.0029 0.3626
O 1.2768 -0.3733 1.2435
C -0.0519 1.2167 -0.2185
H -1.0758 -0.4555 1.5244
H -2.5561 0.3935 1.0514
H -2.3120 -1.3035 0.5772
H -1.8171 0.3529 -1.3496
H -0.0087 -1.8746 -0.6340
H 0.3331 -0.7477 -1.9888
H 2.9609 -0.8288 0.0248
H 2.8682 0.9048 0.6437
H 0.1883 1.8482 -1.0811
H -0.2325 1.8383 0.6642
*
```

Properties
* HOMO energy: -10.0257 eV
* structure (SMILES): C[C@H]1C[C@]2(CO2)C1

---

Relative energy (zero: lowest compared OMol25 entry of this formula, charge and spin) for the records above, in order: 0.0; 142.3 kJ/mol